Molecular formula: C32H44Br2NO14P
Method: DFT, ωB97M-V with the def2-TZVPD basis set

Summary:
Total charge: 0
Max |F| in eV/Å: 2.27
LUMO energy in eV: -0.4073
SMILES: CCCCCCc1c(CC(C)C)c(CC(=O)O)c(Br)c2c1C(=O)N(P(O)Br)C2=O.C[C@@H]1COC(=O)O1.C[C@@H]1COC(=O)O1.C[C@@H]1COC(=O)O1
DFT total energy in eV: -213425.7819
Kohn-Sham gap in eV: 8.249
Highest occupied orbital energy in hartree: -0.31810

Last column: Löwdin charge in e.
Geometry (Å):
C (1.58166, 0.99876, 2.30795)  -0.118
C (0.91350, -0.17628, 1.47290)  -0.238
C (-0.26170, 0.46105, 0.60472)  -0.247
C (0.22817, 1.18526, -0.70296)  -0.177
C (0.44832, 0.27138, -1.96865)  -0.169
C (0.16100, -1.25413, -1.81515)  -0.146
C (-1.28086, -1.78842, -1.76920)  -0.066
C (-1.52756, -3.25101, -1.62532)  -0.058
C (-0.35841, -4.27375, -1.56735)  -0.104
C (0.59739, -4.28097, -2.83190)  -0.375
C (-0.07740, -3.83396, -4.17725)  -0.077
C (1.30476, -5.69819, -3.06245)  -0.060
C (-2.89834, -3.79261, -1.51702)  -0.117
C (-3.21631, -5.29624, -1.29819)  -0.091
C (-3.40210, -6.13714, -2.59221)  -0.450
O (-2.56673, -6.96738, -2.86186)  0.103
O (-4.50084, -6.04985, -3.44996)  0.042
C (-4.07460, -2.88682, -1.57165)  -0.479
Br (-5.91422, -3.48276, -1.40519)  0.796
C (-3.85168, -1.47790, -1.72315)  -0.133
C (-2.45379, -0.94571, -1.82008)  -0.032
C (-2.70806, 0.56299, -1.94661)  -0.393
O (-2.26986, 1.50256, -2.52830)  0.154
N (-3.95822, 0.78594, -1.15673)  -0.152
P (-3.71448, 0.32167, 0.53447)  0.644
O (-5.02380, -0.61269, 1.03170)  -0.335
Br (-3.80355, 2.17164, 1.87417)  0.242
C (-4.82222, -0.24865, -1.77190)  -0.435
O (-5.91312, -0.10681, -2.21203)  0.154
H (2.37174, 0.62239, 3.00042)  0.067
H (0.74092, 1.47089, 2.89240)  0.071
H (1.94805, 1.79617, 1.60835)  0.067
H (0.40282, -0.83970, 2.22622)  0.104
H (1.65264, -0.74126, 0.85370)  0.097
H (-1.07193, -0.29048, 0.46287)  0.043
H (-0.70421, 1.26345, 1.26574)  0.084
H (1.21629, 1.66083, -0.43615)  0.103
H (-0.45959, 2.05693, -0.87494)  0.103
H (-0.07007, 0.62772, -2.90129)  0.109
H (1.54414, 0.35808, -2.22577)  0.113
H (0.69164, -1.60415, -0.88002)  0.119
H (0.70582, -1.77909, -2.64947)  0.096
H (-0.70036, -5.33560, -1.43083)  0.094
H (0.28714, -4.02187, -0.67809)  0.134
H (1.45029, -3.57991, -2.61010)  0.091
H (-0.96233, -4.46594, -4.45512)  0.088
H (0.69709, -3.92187, -4.99146)  0.086
H (-0.42860, -2.76323, -4.15963)  0.073
H (2.41965, -5.54652, -3.05618)  0.060
H (1.04773, -6.11673, -4.06410)  0.075
H (1.06633, -6.39717, -2.22396)  0.075
H (-2.42021, -5.74625, -0.64953)  0.124
H (-4.16204, -5.40546, -0.69355)  0.092
H (-4.96977, -6.89731, -3.31449)  0.126
H (-5.03482, -0.66195, 2.00531)  0.054
C (-3.44734, 7.99099, 2.25905)  -0.020
C (-3.35735, 6.61496, 2.87675)  -0.340
C (-3.21354, 6.61953, 4.37227)  -0.100
O (-2.54501, 5.37971, 4.61128)  0.054
C (-1.82580, 5.10148, 3.48857)  -0.583
O (-1.00909, 4.23700, 3.40686)  0.129
O (-2.16028, 5.94228, 2.47315)  0.083
H (-2.61884, 8.62397, 2.58530)  0.090
H (-3.38325, 7.92510, 1.17173)  0.090
H (-4.38614, 8.47782, 2.52749)  0.091
H (-4.20763, 6.00430, 2.55580)  0.159
H (-4.17277, 6.64891, 4.88848)  0.142
H (-2.58098, 7.42956, 4.74674)  0.139
C (5.96742, -5.37366, -4.54466)  -0.020
C (5.38390, -3.98104, -4.48498)  -0.339
C (6.35407, -2.92475, -4.03750)  -0.100
O (5.48465, -1.93855, -3.47778)  0.072
C (4.37788, -2.59678, -3.04018)  -0.537
O (3.52934, -2.11172, -2.36044)  0.159
O (4.36936, -3.88603, -3.47956)  0.070
H (6.44951, -5.63920, -3.60109)  0.091
H (5.17957, -6.10996, -4.71319)  0.088
H (6.70186, -5.45415, -5.34738)  0.092
H (4.92609, -3.72569, -5.44624)  0.162
H (6.93384, -2.50847, -4.86081)  0.142
H (7.03787, -3.26459, -3.25466)  0.142
C (0.99578, 5.97746, 5.32099)  -0.022
C (2.36862, 5.40018, 5.56994)  -0.333
C (2.61960, 5.00146, 6.99627)  -0.104
O (4.04091, 5.10838, 7.09120)  0.061
C (4.42431, 6.04810, 6.18148)  -0.550
O (5.51532, 6.51703, 6.11722)  0.163
O (3.39082, 6.38066, 5.35860)  0.086
H (0.77970, 6.79520, 6.01381)  0.092
H (0.93605, 6.39508, 4.31416)  0.093
H (0.22562, 5.21338, 5.43037)  0.080
H (2.55528, 4.56983, 4.88126)  0.164
H (2.29168, 3.98530, 7.21394)  0.141
H (2.17371, 5.68496, 7.72463)  0.139



Molecular formula: C32H44N4O6
Method: DFT, ωB97M-V with the def2-TZVPD basis set

Summary:
Total charge: 0
Max |F| in eV/Å: 1.92
LUMO energy in eV: -0.7621
SMILES: O=[N+]([O-])c1ccccc1.O=[N+]([O-])c1ccccc1.COC[C@H](C)N.COC[C@H](C)N.c1ccccc1.c1ccccc1
DFT total energy in eV: -52135.8697
Kohn-Sham gap in eV: 8.323
Highest occupied orbital energy in hartree: -0.33388

Last column: Löwdin charge in e.
Geometry (Å):
O (-0.06437, 7.08112, 1.47536)  0.078
N (-1.14791, 6.63127, 1.18359)  -0.370
O (-2.18929, 7.20483, 1.39097)  0.084
C (-1.18825, 5.32836, 0.53979)  -0.154
C (-2.33682, 4.90322, -0.10941)  0.005
C (-2.35270, 3.64822, -0.72551)  -0.069
C (-1.21128, 2.87872, -0.76269)  -0.068
C (-0.06927, 3.34323, -0.11515)  -0.079
C (-0.02899, 4.55348, 0.54416)  -0.011
H (-3.26984, 5.43614, 0.00356)  0.118
H (-3.29809, 3.30892, -1.12837)  0.101
H (-1.11540, 1.91172, -1.23948)  0.105
H (0.77563, 2.66392, -0.12011)  0.109
H (0.91473, 4.84896, 0.97684)  0.113
O (2.24081, -3.99030, -4.02483)  0.061
N (1.53034, -3.30159, -4.71853)  -0.357
O (0.35807, -3.50551, -4.94510)  0.089
C (2.11461, -2.11659, -5.32264)  -0.141
C (3.40629, -1.71170, -4.97733)  0.000
C (4.02993, -0.64473, -5.60827)  -0.060
C (3.37699, -0.04713, -6.67647)  -0.070
C (2.05395, -0.36998, -6.96030)  -0.066
C (1.42274, -1.40380, -6.29243)  -0.001
H (3.87068, -2.25941, -4.16668)  0.103
H (5.02322, -0.37828, -5.27911)  0.109
H (3.91675, 0.70237, -7.24222)  0.108
H (1.55330, 0.26357, -7.67934)  0.109
H (0.39592, -1.59180, -6.57321)  0.121
C (5.18015, -2.41173, -0.81294)  -0.122
O (4.45847, -3.29034, -0.00131)  -0.174
C (3.84869, -4.31811, -0.75467)  -0.217
C (2.93779, -5.17614, 0.09002)  -0.454
C (3.68607, -5.85994, 1.23724)  -0.064
N (2.25189, -6.17931, -0.71417)  0.044
H (5.22698, -1.39984, -0.42065)  0.088
H (4.75800, -2.32984, -1.82529)  0.067
H (6.18851, -2.79974, -1.00306)  0.091
H (3.25125, -3.89550, -1.57265)  0.097
H (4.66370, -4.93742, -1.15700)  0.140
H (2.19683, -4.52761, 0.58269)  0.132
H (3.05923, -6.53073, 1.82062)  0.072
H (4.18036, -5.15594, 1.90932)  0.074
H (4.50784, -6.43501, 0.79500)  0.079
H (1.33732, -6.42327, -0.35353)  0.075
H (2.02618, -5.78840, -1.63000)  0.058
C (-2.27560, 4.93565, 6.56633)  -0.118
O (-1.80378, 4.21437, 5.44726)  -0.189
C (-0.37849, 4.14983, 5.40290)  -0.197
C (0.01047, 3.75052, 3.97056)  -0.447
C (-0.37962, 2.34366, 3.54033)  -0.051
N (1.42377, 3.97243, 3.67834)  0.042
H (-1.75527, 5.86848, 6.79633)  0.085
H (-2.30487, 4.30230, 7.46287)  0.086
H (-3.32005, 5.15958, 6.32706)  0.088
H (0.02974, 5.14733, 5.58347)  0.117
H (-0.00282, 3.42456, 6.13340)  0.129
H (-0.57230, 4.46498, 3.37599)  0.122
H (-0.02731, 2.06210, 2.55300)  0.056
H (-1.46694, 2.22628, 3.55881)  0.078
H (-0.05543, 1.62464, 4.30200)  0.082
H (1.69638, 4.88245, 4.03943)  0.073
H (1.99306, 3.27445, 4.14850)  0.075
C (-5.18538, 0.00330, 1.86805)  -0.086
C (-5.05229, 0.57867, 0.59015)  -0.104
C (-5.25863, -0.16641, -0.55802)  -0.103
C (-5.65143, -1.49667, -0.46960)  -0.117
C (-5.80024, -2.05900, 0.77142)  -0.100
C (-5.55958, -1.32238, 1.93733)  -0.091
H (-4.94155, 0.63809, 2.70874)  0.100
H (-4.83776, 1.63779, 0.51894)  0.091
H (-5.15543, 0.43342, -1.45534)  0.102
H (-5.93773, -2.10194, -1.32143)  0.106
H (-6.26241, -3.03368, 0.86972)  0.103
H (-5.83041, -1.76918, 2.88691)  0.101
C (-1.52705, -1.14318, 0.04150)  -0.083
C (-0.16079, -1.01436, 0.15866)  -0.105
C (0.71876, -1.81685, -0.56790)  -0.087
C (0.20849, -2.75200, -1.44422)  -0.095
C (-1.17432, -2.85066, -1.60810)  -0.087
C (-2.04206, -2.05734, -0.89208)  -0.074
H (-2.14223, -0.50736, 0.66547)  0.094
H (0.22301, -0.16970, 0.72260)  0.092
H (1.77400, -1.56717, -0.55746)  0.100
H (0.88428, -3.40608, -1.98155)  0.071
H (-1.47146, -3.59343, -2.34063)  0.103
H (-3.09975, -2.19585, -1.06644)  0.081